# 1
Below is a 2-piece molecular cluster, C6H6Cl2O overall at a distorted geometry, with properties calculated with wB97M-V/def2-TZVPD.

Structure (XYZ):
```
15
Properties=species:S:1:pos:R:3:lowdin_charge:R:1
Cl 1.683 -1.032 1.195 0.667
C 2.048 -0.022 -0.179 -1.202
Cl 3.639 0.785 -0.142 0.575
C 1.379 -0.156 -1.521 -0.063
C 0.971 0.816 -0.782 -0.109
H 1.443 -0.867 -2.422 0.153
H 0.513 1.765 -0.669 0.108
C -1.727 1.025 1.614 0.044
C -1.370 0.122 0.701 -0.106
C -1.621 -0.822 -0.173 -0.224
O -0.824 -1.801 -0.677 -0.031
H -2.076 0.765 2.514 0.018
H -1.535 2.022 1.558 0.024
H -2.543 -0.785 -0.800 0.141
H 0.020 -1.814 -0.219 0.004
```

Results
**HOMO energy**: -9.05 eV
**DFT total energy**: -1227.65885 Eh
**Total charge**: 0
**SMILES**: ClC1(Cl)C=C1.C=C=CO
**Energy relative to the best compared isomer or geometry (same formula, charge and spin)**: 548.3 kJ/mol
**LUMO energy**: 0.666 eV


# 2
Below is a 2-piece molecular cluster, C3H6BrN3O overall at a distorted geometry, with properties calculated with wB97M-V/def2-TZVPD.

Structure (XYZ):
```
14
Properties=species:S:1:pos:R:3:lowdin_charge:R:1
C 0.920 0.737 2.514 -0.081
N 1.792 0.564 1.383 -0.019
N 1.412 0.907 0.278 0.030
N 1.067 0.558 -0.786 -0.087
O 0.746 0.945 -1.883 -0.026
H 0.165 0.048 2.404 0.038
H 1.608 0.609 3.332 0.078
H 0.427 1.700 2.428 0.084
C -1.062 -1.161 -2.294 -0.097
C -1.466 -0.707 -1.130 -0.603
Br -2.248 -1.747 0.409 0.513
H -0.992 -2.227 -2.614 0.078
H -0.660 -0.571 -3.099 0.051
H -1.708 0.344 -0.941 0.041
```

Results
**HOMO energy**: -8.94 eV
**DFT total energy**: -2931.18515 Eh
**Total charge**: 0
**SMILES**: C/N=N/N=O.C=CBr
**Energy relative to the best compared isomer or geometry (same formula, charge and spin)**: 397.9 kJ/mol
**LUMO energy**: -0.442 eV


# 3
Below is the molecule C18H19ClN4, with properties calculated with wB97M-V/def2-TZVPD.

Structure (XYZ):
```
42
Properties=species:S:1:pos:R:3:lowdin_charge:R:1
C -1.139 -0.127 -1.774 -0.076
N -0.707 0.616 -0.611 -0.230
C -1.577 1.742 -0.289 -0.158
C -2.985 1.349 0.078 -0.199
C -3.981 1.232 -0.886 -0.038
C -5.240 0.792 -0.513 -0.059
C -5.457 0.477 0.820 -0.156
N -4.525 0.592 1.750 0.063
C -3.329 1.018 1.386 -0.115
C -0.444 -0.250 0.532 -0.158
C 0.657 -1.223 0.260 -0.149
C 0.515 -2.586 0.104 -0.019
N 1.748 -3.105 -0.057 -0.209
C 2.102 -4.480 -0.257 -0.020
N 2.682 -2.168 -0.008 0.137
C 2.057 -1.009 0.178 -0.192
C 2.814 0.229 0.293 -0.150
C 4.136 0.192 0.737 -0.031
C 4.863 1.360 0.861 -0.077
C 4.291 2.583 0.550 -0.114
C 2.983 2.609 0.098 -0.661
Cl 2.253 4.128 -0.310 0.659
C 2.239 1.452 -0.040 -0.047
H -2.075 -0.683 -1.612 0.089
H -1.278 0.563 -2.605 0.090
H -0.358 -0.836 -2.042 0.084
H -1.592 2.397 -1.166 0.126
H -1.115 2.287 0.540 0.125
H -3.774 1.492 -1.915 0.114
H -6.033 0.696 -1.239 0.100
H -6.420 0.121 1.164 0.102
H -2.606 1.108 2.188 0.115
H -1.343 -0.819 0.827 0.125
H -0.150 0.392 1.369 0.131
H -0.363 -3.201 0.103 0.131
H 1.780 -5.088 0.591 0.089
H 3.185 -4.532 -0.349 0.090
H 1.641 -4.868 -1.167 0.089
H 4.575 -0.763 0.978 0.106
H 5.886 1.325 1.206 0.104
H 4.851 3.499 0.651 0.101
H 1.232 1.488 -0.425 0.088
```

Results
**HOMO energy**: -8.41 eV
**DFT total energy**: -1376.51669 Eh
**Total charge**: 0
**SMILES**: CN(Cc1cccnc1)Cc1cn(C)nc1-c1cccc(Cl)c1
**Energy relative to the best compared isomer or geometry (same formula, charge and spin)**: 0.4 kJ/mol
**LUMO energy**: 0.687 eV


# 4
Below is C23H16Cl2F6N3O2PRu as an isolated structure at a distorted geometry, with properties calculated with wB97M-V/def2-TZVPD.

Structure (XYZ):
```
54
Properties=species:S:1:pos:R:3:lowdin_spin:R:1
Ru -1.164 0.094 -0.507 1.693
C 2.000 -0.014 1.031 0.003
O 1.159 0.723 0.119 0.059
C 1.668 1.102 -1.102 0.018
C 2.711 0.455 -1.741 0.001
C 3.145 0.912 -2.977 0.014
C 2.547 2.014 -3.564 0.001
C 1.505 2.661 -2.920 0.012
C 1.051 2.221 -1.681 0.007
N 0.082 3.059 -1.063 0.112
N -1.421 3.006 0.863 0.097
C -2.102 2.327 1.892 0.034
C -2.054 0.964 2.147 0.022
O -1.420 0.067 1.388 0.189
C -2.696 0.441 3.299 0.007
C -3.368 1.251 4.159 0.009
C -3.441 2.645 3.926 0.009
C -4.140 3.504 4.807 0.000
C -4.206 4.847 4.575 0.008
C -3.566 5.393 3.444 0.000
C -2.883 4.590 2.574 0.005
C -2.807 3.191 2.787 0.004
H 2.271 -0.977 0.616 0.000
H 1.397 -0.163 1.922 0.000
H 2.881 0.590 1.248 0.002
H 3.173 -0.414 -1.295 0.000
H 3.952 0.395 -3.478 0.001
H 2.890 2.373 -4.524 0.000
H 1.037 3.536 -3.349 0.000
H -2.625 -0.627 3.455 0.000
H -3.856 0.836 5.032 0.000
H -4.622 3.069 5.675 0.000
H -4.742 5.494 5.257 0.000
H -3.613 6.460 3.266 0.000
H -2.386 5.014 1.713 0.000
Cl -1.115 2.281 -0.465 0.023
C -2.397 2.666 -1.423 0.806
C -3.314 3.234 -2.222 0.095
C -4.559 2.655 -2.513 0.269
C -4.976 1.340 -2.222 -0.004
C -4.206 0.233 -1.989 0.181
Cl -4.878 -1.262 -1.469 0.059
C -2.821 0.174 -2.285 0.060
N -1.724 0.102 -2.673 0.146
H -3.109 4.228 -2.618 0.026
H -5.299 3.303 -2.965 0.013
H -6.045 1.162 -2.205 0.000
F -1.245 -1.960 -0.698 0.017
P -0.079 -3.282 -0.411 0.000
F 0.978 -4.429 -0.177 0.000
F -1.268 -4.050 0.315 0.000
F 0.293 -2.539 0.963 0.000
F -0.548 -3.850 -1.821 0.000
F 0.990 -2.327 -1.166 0.002
```

Results
**HOMO energy (spin up / spin down)**: -7.76 / -7.81 eV
**DFT total energy**: -3156.32739 Eh
**Total charge**: 0
**Spin multiplicity**: 5
**Energy relative to the best compared isomer or geometry (same formula, charge and spin)**: 0.0 kJ/mol
**LUMO energy (spin up / spin down)**: -1.238 / -3.119 eV


# 5
Below is C10H12BrINO3P as an isolated structure at a distorted geometry, with properties calculated with wB97M-V/def2-TZVPD.

Structure (XYZ):
```
29
Properties=species:S:1:pos:R:3:lowdin_charge:R:1
N -2.285 -1.907 -2.989 0.139
C -0.973 -1.466 -3.276 -0.496
O -0.033 -2.211 -3.384 0.096
C -0.777 0.063 -3.492 -0.153
C 0.615 0.542 -2.953 -0.268
P 0.278 1.757 -1.594 0.558
I 1.131 3.956 -2.059 0.657
O 0.965 1.148 -0.277 -0.240
C 0.196 1.475 0.897 -0.448
O -0.578 2.399 0.904 0.062
C 0.468 0.617 2.052 -0.212
C 1.032 -0.636 1.814 -0.208
C 1.325 -1.483 2.932 -0.365
C 1.048 -1.010 4.231 -0.152
C 0.448 0.254 4.424 -0.101
C 0.139 1.090 3.362 -0.042
H -2.919 -1.120 -3.087 0.081
H -2.346 -2.302 -2.053 0.116
H -1.626 0.579 -3.005 0.081
H -0.826 0.369 -4.552 0.128
H 1.150 1.107 -3.731 0.079
H 1.259 -0.284 -2.614 0.108
H -1.106 1.874 -1.346 0.059
H 1.232 -0.943 0.786 0.098
H 1.793 -2.446 2.731 0.077
H 1.296 -1.654 5.078 0.102
H 0.212 0.640 5.422 0.103
H -0.331 2.064 3.498 0.109
Br -0.788 -2.472 2.284 0.033
```

Results
**HOMO energy**: -5.72 eV
**DFT total energy**: -3881.73128 Eh
**Total charge**: 0
**Energy relative to the best compared isomer or geometry (same formula, charge and spin)**: 95.2 kJ/mol
**LUMO energy**: -2.099 eV


# 6
Below is a 2-piece molecular cluster, C3H12NS overall, with properties calculated with wB97M-V/def2-TZVPD.

Structure (XYZ):
```
17
Properties=species:S:1:pos:R:3:lowdin_charge:R:1
C 0.302 0.021 -1.207 -0.127
C 0.682 -1.337 -0.609 -0.336
C 0.129 -1.512 0.800 -0.590
S 0.944 -2.970 1.556 0.720
H 0.686 0.157 -2.215 0.090
H 0.724 0.821 -0.582 0.055
H -0.798 0.113 -1.186 0.080
H 0.386 -2.111 -1.316 0.117
H 1.774 -1.349 -0.555 0.106
H -0.952 -1.650 0.775 0.075
H 0.369 -0.624 1.392 0.060
H 0.148 -3.043 2.634 -0.142
N -0.895 2.702 0.095 0.317
H -1.863 2.923 0.330 0.163
H -0.701 1.824 -0.441 0.089
H -0.543 3.495 -0.441 0.163
H -0.390 2.538 0.969 0.160
```

Results
**HOMO energy**: -11.81 eV
**DFT total energy**: -574.16561 Eh
**Total charge**: +1
**Energy relative to the best compared isomer or geometry (same formula, charge and spin)**: 71.8 kJ/mol
**LUMO energy**: -4.293 eV